Here is a structure of composition C53H42AuBrN7O2S3 from OMol25. Energies are from wB97M-V/def2-TZVPD.

The LUMO energy is -3.54 eV. As for the energy relative to the best compared isomer or geometry (same formula, charge and spin): 0.0 kcal per mole. For the highest occupied orbital energy, the calculation gives -10.345 eV. Its charge is +1.

CARTESIAN COORDINATES (ANGSTROEM)
Au 0.378553 -0.227933 -0.184002
N 0.145555 1.672313 -0.603586
S 0.668646 3.042985 -0.289081
N -0.277261 4.194563 -0.699254
S -1.639723 4.590151 0.154152
N -2.461439 3.639281 0.885749
S -2.331214 1.332145 0.126350
N -1.648199 -0.196327 0.123792
C -3.796536 1.034258 1.086483
C -4.941817 0.424195 0.587907
C -5.998803 0.188253 1.452560
C -5.908735 0.566185 2.786945
C -4.766347 1.193082 3.266194
C -3.701808 1.438050 2.412507
C -3.004963 1.710197 -1.483158
C -2.416459 1.180718 -2.618652
C -2.888377 1.572549 -3.861746
C -3.927652 2.488025 -3.957637
C -4.495623 3.022758 -2.809948
C -4.032614 2.641035 -1.561048
C -2.458280 5.486353 -1.168769
C -2.011817 5.520489 -2.480018
C -2.783714 6.166445 -3.438021
C -3.980413 6.769140 -3.082577
C -4.420147 6.726440 -1.763779
C -3.661170 6.079723 -0.803010
C -0.981852 5.931247 1.157496
C -0.298944 7.007476 0.606655
C 0.228619 7.971590 1.450007
C 0.069449 7.852804 2.827541
C -0.626684 6.779159 3.362041
C -1.161816 5.810131 2.522414
C 2.141988 3.507516 -1.185313
C 2.350629 4.825365 -1.572966
C 3.509476 5.148243 -2.260460
C 4.441851 4.163082 -2.559038
C 4.216831 2.850340 -2.172108
C 3.061435 2.514457 -1.481045
C 1.129925 3.219052 1.427905
C 1.940063 4.276879 1.820887
C 2.214146 4.451193 3.166777
C 1.673910 3.582061 4.105773
C 0.854672 2.537637 3.702616
C 0.577608 2.352217 2.356409
H -5.009211 0.141405 -0.453916
H -6.896080 -0.287887 1.080775
H -6.741735 0.384754 3.453307
H -4.709735 1.509036 4.298924
H -2.819691 1.969117 2.747910
H -1.609596 0.466464 -2.541218
H -2.443755 1.156663 -4.755883
H -4.293420 2.789023 -4.930498
H -5.293740 3.749263 -2.881562
H -4.445856 3.077725 -0.660124
H -1.081008 5.040160 -2.746186
H -2.445015 6.195813 -4.465721
H -4.574623 7.274903 -3.832693
H -5.354174 7.196974 -1.486587
H -3.999819 6.020251 0.224383
H -0.194440 7.096414 -0.468311
H 0.756659 8.821164 1.036843
H 0.481071 8.609591 3.482603
H -0.757412 6.695685 4.433159
H -1.713784 4.957280 2.899436
H 1.607943 5.576031 -1.347589
H 3.681023 6.170968 -2.568624
H 5.342960 4.420321 -3.099924
H 4.939221 2.081634 -2.412849
H 2.877406 1.494325 -1.175349
H 2.351928 4.958918 1.088975
H 2.845478 5.270878 3.482333
H 1.890378 3.722814 5.156570
H 0.427833 1.866549 4.436014
H -0.080690 1.555289 2.036711
Br 1.901988 -4.767059 -6.090210
C 2.794326 -5.096568 -4.459176
C 3.641582 -4.128698 -3.939031
C 4.276471 -4.352826 -2.728869
C 4.066654 -5.550540 -2.052778
C 3.273577 -6.540757 -2.617254
C 2.611317 -6.308080 -3.811892
N 4.729365 -5.897532 -0.826063
N 4.785344 -5.122456 0.133598
C 4.109695 -3.854633 0.109059
C 4.856947 -2.725300 0.321886
C 4.290488 -1.442227 0.258313
C 2.939425 -1.299440 0.046025
O 2.355576 -0.102036 -0.066655
C 2.142127 -2.461355 -0.054052
N 0.787938 -2.262999 -0.208983
C 0.011208 -3.300565 -0.440557
C 0.496023 -4.615497 -0.412397
C 1.822545 -4.843664 -0.179275
C 2.706253 -3.750324 -0.043317
H 3.804716 -3.206836 -4.479732
H 4.942034 -3.601878 -2.327407
H 3.178143 -7.492432 -2.109695
H 1.976696 -7.067615 -4.246238
H 5.920040 -2.836405 0.494387
H 4.905832 -0.560714 0.375754
H -1.028396 -3.116191 -0.658358
H -0.199077 -5.428137 -0.564280
H 2.200919 -5.854539 -0.109611
C -2.560442 -2.209810 1.175209
C -2.487399 -1.340441 -0.050811
O -3.126540 -1.543910 -1.047590
H -2.956626 -3.193877 0.935740
H -3.253078 -1.706195 1.857346
H -1.601937 -2.274810 1.688257

Forces on the atoms, in the same order (eV/Å):
-0.202 0.042 0.208
0.057 0.007 -0.337
0.234 -0.201 0.245
-0.177 0.105 -0.057
0.182 0.383 -0.205
-0.082 0.589 0.179
0.157 -0.303 0.239
-0.068 -0.171 -0.451
-0.022 -0.047 0.011
0.089 0.025 0.004
-0.041 0.004 0.065
-0.024 -0.010 -0.040
0.046 0.007 -0.026
-0.068 -0.107 0.059
0.013 -0.068 0.004
-0.011 -0.009 -0.016
-0.012 0.023 -0.016
0.020 -0.009 -0.006
0.002 -0.030 -0.009
-0.098 0.023 -0.037
-0.031 -0.006 0.017
0.040 0.012 0.014
0.014 0.001 -0.003
-0.009 -0.002 0.019
0.011 0.006 -0.013
-0.004 -0.003 -0.010
-0.017 -0.076 0.078
0.003 -0.014 -0.046
-0.016 -0.013 0.007
-0.010 -0.008 -0.001
0.002 -0.003 0.010
0.005 0.008 0.007
-0.042 0.037 -0.001
-0.006 0.000 -0.018
0.007 0.012 -0.002
-0.006 0.003 -0.001
-0.007 0.022 0.010
-0.019 -0.027 0.001
0.061 0.054 -0.032
0.025 -0.011 0.002
-0.010 0.014 0.006
0.001 0.011 0.003
0.005 0.004 0.006
-0.046 0.007 0.019
0.022 -0.002 0.005
-0.007 0.003 0.006
-0.002 -0.007 -0.001
-0.011 -0.007 0.013
-0.035 -0.031 -0.020
-0.009 -0.016 0.036
-0.002 0.004 -0.006
0.001 -0.001 -0.007
-0.009 0.010 -0.006
0.019 -0.067 -0.051
-0.012 -0.007 0.000
-0.003 -0.002 0.009
0.002 -0.004 0.003
-0.001 -0.001 0.003
-0.002 -0.001 0.013
0.011 -0.013 0.003
-0.003 -0.008 -0.004
0.000 -0.002 0.000
0.001 0.001 -0.001
0.003 0.012 0.010
-0.022 0.025 0.012
0.001 -0.002 -0.001
-0.001 0.002 -0.001
0.000 -0.001 0.000
0.009 0.050 -0.025
0.004 -0.007 0.002
0.001 -0.001 0.002
0.002 -0.002 0.002
-0.002 -0.006 0.004
-0.008 -0.010 -0.018
-0.002 0.000 -0.001
-0.005 -0.004 0.007
-0.008 0.006 -0.007
0.011 -0.021 -0.059
0.055 -0.028 -0.091
0.004 0.011 -0.004
-0.001 0.003 0.003
0.011 -0.067 -0.059
-0.029 0.031 0.102
0.047 0.069 0.068
-0.009 -0.009 -0.021
-0.017 -0.063 0.018
-0.013 0.046 0.022
0.018 -0.151 -0.048
0.011 -0.003 0.003
0.086 -0.011 0.010
-0.018 0.025 0.006
0.012 -0.002 0.008
-0.037 0.000 -0.003
-0.030 0.026 0.090
0.003 0.003 0.003
0.003 -0.012 -0.014
0.005 -0.004 -0.001
-0.001 0.001 -0.001
0.002 0.010 -0.005
-0.005 0.008 -0.007
-0.047 0.043 0.022
0.002 0.000 -0.005
-0.018 0.022 0.001
-0.061 0.005 0.005
0.152 -0.098 0.176
-0.034 0.001 -0.078
-0.002 -0.005 -0.002
0.010 -0.019 0.015
0.013 -0.001 -0.018

Results of the Löwdin charge analysis, in e, for atoms 1 through 4: Au 1.318; N -0.448; S 0.766; N -0.368

---

Here is a structure of composition C53H42F3GaN2PSSb2 in a non-equilibrium geometry from OMol25. Energies are from wB97M-V/def2-TZVPD.

The LUMO energy is -8.94 eV. As for the energy relative to the best compared isomer or geometry (same formula, charge and spin): 15.7 kcal per mole. For the highest occupied orbital energy, the calculation gives -15.802 eV. Its charge is +3.

CARTESIAN COORDINATES (ANGSTROEM)
Ga 0.959980 0.026996 -0.691148
N 0.173078 -2.985091 -0.231473
P -0.467251 -1.629444 0.566044
C -0.842186 -2.229836 2.234350
C -0.149850 -3.301484 2.794813
C -0.553135 -3.804157 4.022564
C -1.603747 -3.212441 4.709183
C -2.253047 -2.103417 4.176824
C -1.879021 -1.610287 2.938135
C -2.131943 -1.310537 -0.057047
C -3.076232 -2.327743 -0.178591
C -4.397498 -2.003411 -0.431894
C -4.781982 -0.673826 -0.561021
C -3.842966 0.341453 -0.445489
C -2.517924 0.023994 -0.188222
C 1.363953 -2.969821 -0.941584
C 1.977239 -4.145438 -1.375686
C 3.188614 -4.064658 -2.027058
C 3.784832 -2.818373 -2.237220
C 3.120447 -1.703930 -1.800980
N 1.919836 -1.776359 -1.182155
H -0.183585 -3.902588 -0.002067
H 0.690630 -3.747847 2.276436
H -0.048684 -4.665092 4.440730
H -1.924540 -3.617769 5.659669
H -3.067759 -1.639096 4.716663
H -2.409630 -0.772149 2.504308
H -2.781401 -3.365186 -0.068393
H -5.139571 -2.787608 -0.506608
H -5.819219 -0.430394 -0.749303
H -4.150891 1.375542 -0.534535
H -1.784567 0.816791 -0.040375
H 1.516553 -5.105684 -1.184511
H 3.687660 -4.966204 -2.356544
H 4.744058 -2.730527 -2.726061
H 3.533438 -0.709200 -1.918659
F 2.539396 -1.069060 -8.489331
C 1.977677 -0.755609 -7.331595
C 2.442224 -1.364901 -6.177856
C 1.841839 -1.046918 -4.971050
C 0.800445 -0.128450 -4.940568
C 0.346645 0.481724 -6.106513
C 0.942282 0.167733 -7.314621
Sb -0.305112 0.309678 -3.171432
C -2.147575 -0.603858 -3.754041
C -2.257932 -1.985779 -3.684484
C -3.333580 -2.615016 -4.287020
C -4.273954 -1.841301 -4.948913
F -5.300209 -2.444737 -5.533179
C -4.173677 -0.461147 -5.022230
C -3.093025 0.163498 -4.422688
C -0.420723 2.420932 -3.250751
C 0.649645 3.097523 -3.831712
C 0.725662 4.476768 -3.737385
C -0.284265 5.152361 -3.070448
F -0.206247 6.471287 -2.953618
C -1.370789 4.497862 -2.511029
C -1.426739 3.116736 -2.584487
H 3.251186 -2.079776 -6.243222
H 2.193842 -1.514640 -4.060925
H -0.458074 1.207694 -6.085072
H 0.616824 0.618224 -8.242580
H -1.505369 -2.579286 -3.179377
H -3.443396 -3.691260 -4.271413
H -4.924935 0.102417 -5.559119
H -2.994180 1.240955 -4.490404
H 1.417154 2.557320 -4.373171
H 1.549630 5.026810 -4.171088
H -2.154498 5.073072 -2.036306
H -2.259115 2.580961 -2.141637
S 2.625293 0.930570 0.567265
Sb 1.631765 1.000541 2.768444
C -0.298454 1.840461 2.319521
C -1.414251 1.649345 3.123155
C -2.513495 2.480972 2.949204
C -2.478749 3.504552 2.013191
C -1.355885 3.684973 1.215182
C -0.257160 2.849299 1.361945
C 2.207278 -0.671915 3.996473
C 1.345089 -1.184008 4.952586
C 1.876038 -1.990597 5.950585
C 3.237622 -2.255366 5.988650
C 4.081610 -1.737428 5.013405
C 3.570867 -0.930491 4.007952
C 2.448753 2.565020 3.955565
C 1.783241 2.709214 5.167904
C 2.204023 3.689885 6.050720
C 3.278959 4.504521 5.716311
C 3.936652 4.340965 4.506448
C 3.525692 3.364482 3.608580
H -1.438370 0.872736 3.877219
H -3.390186 2.344026 3.568807
H -3.320992 4.176763 1.917911
H -1.313084 4.498370 0.502823
H 0.622471 3.011046 0.750014
H 0.283485 -0.968147 4.934418
H 1.223094 -2.392697 6.714320
H 3.646993 -2.857861 6.788084
H 5.143426 -1.940256 5.049697
H 4.232382 -0.515531 3.255514
H 0.947354 2.065844 5.428414
H 1.694739 3.817858 6.996254
H 3.604266 5.270374 6.407060
H 4.775227 4.977782 4.258587
H 4.039560 3.237701 2.663963

Forces on the atoms, in the same order (eV/Å):
0.061 -1.542 0.248
0.058 0.151 0.066
-0.804 0.038 -0.526
0.463 0.294 0.011
-0.004 0.037 -0.065
0.029 -0.101 0.018
-0.021 0.007 -0.023
0.018 0.006 0.008
-0.032 -0.115 -0.048
0.232 0.225 0.071
0.049 0.029 -0.044
-0.048 -0.158 -0.029
0.041 0.066 -0.052
-0.067 0.057 -0.024
0.131 -0.072 0.028
0.133 0.103 -0.038
0.009 -0.100 0.008
-0.039 0.078 0.052
0.058 0.029 0.020
0.087 -0.191 0.109
-0.051 0.409 -0.025
-0.045 -0.033 -0.024
-0.020 -0.044 0.029
0.018 0.021 0.009
0.012 -0.003 0.007
-0.018 -0.017 0.004
-0.052 -0.084 -0.002
-0.079 -0.014 0.052
0.020 0.001 -0.051
-0.001 -0.004 0.009
0.016 0.002 0.002
-0.090 0.054 -0.006
-0.038 0.024 0.019
-0.032 -0.021 -0.009
0.001 0.028 0.008
0.020 -0.013 -0.062
0.014 0.019 -0.023
-0.066 0.015 0.141
0.035 -0.065 -0.051
-0.016 0.046 0.003
0.052 -0.008 0.665
-0.010 0.038 0.046
0.031 -0.030 -0.119
0.047 0.545 -0.315
0.491 0.267 0.435
-0.030 -0.030 0.036
0.005 -0.107 -0.010
0.086 0.085 0.080
0.003 0.014 0.012
-0.099 -0.029 -0.096
0.044 0.141 0.110
-0.085 -0.424 0.093
-0.054 0.014 0.002
0.001 0.051 -0.004
0.044 -0.106 -0.003
-0.029 0.032 -0.037
-0.074 0.058 0.051
0.045 -0.091 -0.095
0.008 0.011 -0.006
-0.030 -0.051 -0.122
-0.021 -0.021 -0.033
-0.002 0.013 0.009
-0.008 -0.064 -0.002
-0.020 0.014 0.005
-0.003 -0.006 0.009
-0.030 -0.004 -0.010
0.045 0.032 0.032
-0.030 0.037 -0.011
0.019 0.028 0.007
-0.050 0.075 0.024
-0.332 0.143 0.062
0.144 0.512 0.188
0.513 -0.533 0.284
-0.011 0.025 0.001
-0.065 -0.069 0.084
0.020 0.000 -0.081
-0.023 -0.002 0.014
-0.035 -0.002 -0.089
-0.497 0.516 -0.514
-0.051 0.001 -0.009
-0.040 0.008 0.070
-0.021 0.019 -0.047
0.033 -0.011 0.017
0.043 -0.026 -0.117
-0.065 -0.337 -0.490
-0.027 -0.071 -0.054
0.000 0.032 0.039
-0.049 -0.033 0.023
0.090 0.063 -0.034
-0.036 -0.047 -0.070
0.016 0.086 0.033
0.003 0.015 0.012
-0.021 -0.015 -0.003
-0.020 -0.026 -0.013
0.037 0.063 0.042
0.006 -0.010 0.013
0.006 -0.005 -0.002
-0.003 -0.023 -0.013
-0.003 -0.018 -0.021
0.030 0.021 0.047
-0.003 0.050 0.072
0.007 0.002 0.002
0.013 0.000 -0.005
0.000 -0.010 -0.010
0.015 0.038 -0.003

Results of the Löwdin charge analysis, in e, for atoms 1 through 4: Ga 0.183; N -0.074; P 1.000; C -0.335

---

no.,frontier orbital gap (eV)
1,6.8
2,6.9